C4H8N2 as an isolated structure, computed with ωB97M-V/def2-TZVPD.

- charge = 0
- ΔE to the lowest compared entry with this formula, charge and spin (kJ/mol) = 545.22
- Kohn-Sham gap (eV) = 7.6

Geometry (Å):
C -0.38340 1.25152 -0.33039
C 1.40091 -0.40421 -0.35267
C 0.24336 -1.34724 -0.18501
C -1.49287 0.24547 -0.21460
H -0.62345 2.33148 -0.02203
H -0.07258 1.63980 -1.29637
H 0.72618 0.43593 1.30697
H 1.97153 -0.23366 -1.32519
H 2.15938 -0.74580 0.58220
H 0.33402 -2.24327 0.46535
H -1.71876 -1.73838 0.25956
H -2.39757 0.75098 0.69864
N 0.91040 1.00179 0.43614
N -1.05715 -0.94440 -0.02259